A molecular structure, C32H41GdN5S. Source: the Open Molecules 2025 dataset; level of theory: ωB97M-V/def2-TZVPD.

Structure (XYZ):
```
80
Properties=species:S:1:pos:R:3:lowdin_spin:R:1
Gd -0.2501 -0.0575 0.0022 7.331
N -2.3035 -1.5005 0.3830 0.009
N -0.4119 -2.0067 -1.6987 0.004
C 2.1925 0.8585 -0.9159 -0.002
C 2.4162 -0.4312 -0.3307 -0.003
C 2.0977 -0.3377 1.0671 -0.001
C 2.0505 -1.4725 2.0321 0.001
H 2.9200 -2.1384 1.9087 0.000
H 1.1501 -2.1038 1.8924 0.000
H 1.9877 -1.1229 3.0826 0.000
C 1.7251 1.0266 1.3328 -0.001
C 1.4125 1.6419 2.6443 -0.001
H 2.2625 2.2397 3.0184 0.000
H 1.1957 0.8612 3.3809 0.000
H 0.5306 2.2946 2.5806 0.000
C 1.7428 1.7437 0.1040 -0.002
C 1.3910 3.1804 -0.0689 0.002
H 0.4759 3.4301 0.4861 0.001
H 1.2210 3.4136 -1.1254 0.000
H 2.1961 3.8379 0.2922 0.000
C 2.9984 -1.6085 -1.0282 -0.001
H 4.0487 -1.7676 -0.7288 0.000
H 2.9843 -1.4601 -2.1155 0.000
H 2.4516 -2.5343 -0.8120 0.000
C 2.4411 1.2755 -2.3180 0.001
H 1.5016 1.5423 -2.8233 0.000
H 2.9186 0.4859 -2.9052 0.000
H 3.0840 2.1693 -2.3593 0.000
C -2.9535 -0.9844 1.5946 -0.002
H -3.9434 -0.5748 1.3481 -0.001
C -3.0443 -1.9732 2.6826 -0.043
H -3.7024 -1.7019 3.5034 -0.001
C -2.2519 -3.0945 2.7073 -0.001
H -2.3282 -3.8117 3.5311 0.001
C -1.3616 -3.3342 1.6586 -0.042
H -0.6766 -4.1776 1.6236 -0.003
C -1.3467 -2.4280 0.5630 0.016
C -0.2008 -2.4019 -0.3595 -0.091
H 0.4959 -3.2372 -0.2931 -0.003
C -0.8459 -0.7460 -2.0780 -0.043
C -0.0052 -2.7439 -2.8244 -0.006
H 0.4135 -3.7264 -2.7026 0.000
C -0.2397 -1.9642 -3.8881 0.001
H -0.1048 -2.1887 -4.9316 0.000
N -0.7454 -0.7455 -3.4301 -0.008
C -0.9312 0.4507 -4.1597 0.000
C 0.0705 0.8810 -5.0499 0.000
C 0.0210 2.2133 -5.4859 0.000
H 0.8032 2.5741 -6.1574 0.000
C -0.9656 3.0942 -5.0385 0.000
C -0.9667 4.5346 -5.4424 0.000
H -0.7541 5.1916 -4.5892 0.000
H -1.9495 4.8203 -5.8357 0.000
H -0.2094 4.7165 -6.2073 0.000
C -1.9576 2.6253 -4.1749 0.000
H -2.7391 3.3026 -3.8234 0.000
C -1.9705 1.3031 -3.7421 0.000
C -3.0765 0.8282 -2.8582 -0.002
H -3.7230 0.0796 -3.3406 0.000
H -3.7114 1.6879 -2.6175 0.000
H -2.7188 0.3932 -1.9097 0.000
C 1.2301 0.0277 -5.4542 0.000
H 0.9386 -0.8091 -6.1025 0.000
H 1.7887 -0.3720 -4.5962 0.000
H 1.9270 0.6476 -6.0299 0.000
S -1.8765 0.4650 2.1978 -0.107
C 0.7500 -0.7246 4.8217 0.000
N 0.7437 0.3015 5.6436 0.000
C -0.3279 0.5146 6.6478 0.000
C -0.7910 -0.8245 7.1833 0.000
C -0.9897 -1.8983 6.1263 0.000
N 0.0140 -1.7884 5.0378 0.000
H 1.3848 1.0631 5.4263 0.000
H -1.1578 1.0632 6.1822 0.000
H 0.1018 1.1361 7.4335 0.000
H -1.7297 -0.6802 7.7235 0.000
H -0.0571 -1.1842 7.9097 0.000
H -1.9883 -1.8309 5.6782 0.000
H -0.8809 -2.8919 6.5690 0.000
H 0.1090 -2.5361 4.3519 0.000
```

Output
- 2S+1 = 8
- charge = -1
- energy above the lowest of the compared OMol25 structures with the same formula, charge and spin (kJ/mol) = 0.0
- frontier orbital gap (spin up / spin down) (eV) = 4.7752 / 4.8751
- molar mass (g/mol) = 685.03
- electronic energy (hartree) = -2681.52615


A molecular structure, C5H7N3O. Source: the Open Molecules 2025 dataset; level of theory: ωB97M-V/def2-TZVPD.

Structure (XYZ):
```
16
Properties=species:S:1:pos:R:3:lowdin_charge:R:1
C 2.2188 1.0293 -0.5702 -0.135
C -0.9812 0.1536 -1.3336 -0.094
C -1.0858 -0.3393 -0.0312 -0.315
C -2.2626 -0.5674 0.7676 -0.186
C 0.3464 -0.4194 0.5997 -0.273
H 2.5601 2.3197 0.0116 0.155
H 2.8928 0.1184 0.1500 0.135
H 2.2542 1.0655 -1.8707 0.139
H -1.6371 -0.3332 -2.3673 0.224
H -2.7882 -0.1591 1.8714 0.196
H -3.2220 -0.3494 0.2631 0.096
H 1.5925 -0.7428 2.3055 0.096
N 0.9187 0.4871 -0.2798 -0.212
N 0.2192 0.5829 -1.5405 0.084
N 0.6669 -1.0922 1.7436 0.101
O -1.6927 -1.7539 0.2810 -0.010
```

Output
- charge = 0
- energy above the lowest of the compared OMol25 structures with the same formula, charge and spin (kJ/mol) = 900.8
- frontier orbital gap (eV) = 8.7389
- molar mass (g/mol) = 125.13
- electronic energy (hartree) = -433.90121


A molecular structure, C40H36Cl2N2O3P2S2Tl. Source: the Open Molecules 2025 dataset; level of theory: ωB97M-V/def2-TZVPD.

Structure (XYZ):
```
88
Properties=species:S:1:pos:R:3:lowdin_spin:R:1
Tl 0.3530 -3.1621 -0.4359 0.000
C -0.8803 5.5225 -3.7959 0.000
S -2.3219 4.5446 -4.2906 0.000
C -1.6416 2.8839 -4.0041 0.000
C -1.4364 2.5339 -2.5400 0.000
C -0.7336 1.1799 -2.4114 0.000
N -0.4457 0.8325 -1.0275 0.000
P 1.1777 0.6006 -0.4467 0.000
C 1.6702 2.3622 -0.1621 0.000
C 1.8573 2.7721 1.1564 0.000
C 2.1235 4.1009 1.4653 0.000
C 2.2070 5.0451 0.4526 0.000
C 2.0322 4.6478 -0.8682 0.000
C 1.7705 3.3202 -1.1714 0.000
C 2.2493 0.2884 -1.9101 0.000
C 1.8769 -0.4888 -3.0049 0.000
C 2.8133 -0.8797 -3.9523 0.000
C 4.1385 -0.4940 -3.8319 0.000
C 4.5244 0.2876 -2.7518 0.000
C 3.5927 0.6584 -1.7964 0.000
P -1.4930 -0.3152 -0.1285 0.002
C -1.7297 0.6356 1.4151 0.001
C -2.2962 -0.0895 2.4644 0.002
C -2.4853 0.4946 3.7076 0.002
C -2.1201 1.8202 3.9107 0.001
C -1.5777 2.5554 2.8643 0.001
C -1.3805 1.9665 1.6221 0.000
C -3.1237 0.0520 -0.9132 0.001
C -3.9228 1.1638 -0.6494 0.000
C -5.1438 1.3247 -1.2888 0.000
C -5.5929 0.3726 -2.1958 0.000
C -4.8203 -0.7520 -2.4472 0.000
C -3.6019 -0.9148 -1.7990 0.001
H -1.0862 6.5581 -4.0628 0.000
H 0.0018 5.1763 -4.3357 0.000
H -0.7121 5.4506 -2.7224 0.000
H -0.7031 2.8243 -4.5627 0.000
H -2.3559 2.2020 -4.4705 0.000
H -2.3983 2.5106 -2.0319 0.000
H -0.8136 3.2876 -2.0497 0.000
H 0.2008 1.2391 -2.9694 0.000
H -1.3499 0.4105 -2.8943 0.000
H 1.7887 2.0282 1.9443 0.000
H 2.2632 4.3998 2.4974 0.000
H 2.4134 6.0824 0.6885 0.000
H 2.1055 5.3811 -1.6641 0.000
H 1.6570 3.0183 -2.2075 0.000
H 0.8510 -0.8045 -3.1198 0.000
H 2.5061 -1.5118 -4.7769 0.000
H 4.8704 -0.8208 -4.5607 0.000
H 5.5562 0.6012 -2.6467 0.000
H 3.9092 1.2305 -0.9313 0.000
H -2.5636 -1.1296 2.3066 0.002
H -2.8866 -0.0975 4.5208 0.002
H -2.2501 2.2752 4.8859 0.000
H -1.2969 3.5931 3.0178 0.000
H -0.9495 2.5407 0.8100 0.000
H -3.5826 1.9047 0.0655 0.000
H -5.7518 2.1971 -1.0761 0.000
H -6.5501 0.5004 -2.6883 0.000
H -5.1749 -1.5095 -3.1363 0.000
H -3.0096 -1.8125 -1.9530 0.000
Cl -3.3983 -3.9538 6.5057 -0.008
C -2.3801 -3.5734 5.1136 0.008
C -1.2118 -2.8472 5.3205 0.177
C -0.4307 -2.5421 4.1933 0.073
Cl 1.0133 -1.5819 4.4346 0.005
C -0.7233 -2.9311 2.8641 0.058
O 0.0360 -2.5785 1.8921 0.045
C -1.9704 -3.6953 2.7023 0.047
C -2.4605 -4.1547 1.4520 0.199
O -1.9931 -4.0321 0.2642 0.204
C -2.7596 -3.9890 3.8618 0.141
H -0.9113 -2.5353 6.3116 0.018
H -3.4112 -4.7236 1.5587 0.010
H -3.6795 -4.5484 3.7282 0.007
O 2.9529 -2.9280 0.0601 0.000
N 3.7017 -3.7527 0.7316 0.000
C 4.8356 -3.2659 1.2932 0.000
C 5.7257 -4.0471 1.9829 0.000
C 5.4449 -5.4076 2.1179 0.000
C 4.2859 -5.8986 1.5662 0.000
C 3.3644 -5.0886 0.8632 0.000
S 1.9249 -5.7182 0.2101 0.000
H 4.9653 -2.2050 1.1397 0.000
H 6.6085 -3.5929 2.4135 0.000
H 6.1227 -6.0628 2.6518 0.000
H 4.0202 -6.9421 1.6554 0.000
```

Output
- 2S+1 = 2
- charge = -2
- energy above the lowest of the compared OMol25 structures with the same formula, charge and spin (kJ/mol) = 50.4
- frontier orbital gap (spin up / spin down) (eV) = 2.2440 / 4.6613
- molar mass (g/mol) = 994.11
- electronic energy (hartree) = -4453.04939


Question: Which formula does entry 3 have?
Answer: C40H36Cl2N2O3P2S2Tl